# 1
Here is 13 unconnected molecules or ions with the total composition C62H148N8O13 from the Open Molecules 2025 dataset. Energies are from ωB97M-V/def2-TZVPD.

As for the expectation value of S²: 0.75. The spin multiplicity is 2. The HOMO energy (spin up / spin down) is -9.6 / -9.6 eV. The net charge is +1. Its orbital gap (spin up / spin down) is 7.01 / 3.07 eV. The calculation puts the largest force on an atom at 0.0825 hartree/bohr.

Atoms and positions in Å:
H 6.0615 5.5009 -0.7026
H -2.2237 2.3683 4.7933
C -4.0710 3.3110 0.0725
H -2.6483 2.3583 -1.1693
C -0.5086 1.7265 5.8709
O -4.9387 1.1887 -0.5710
H -6.4151 -1.2956 -1.5356
H 5.9830 0.9078 -4.7642
H 3.9902 5.6138 -2.9590
H -5.3284 4.7744 1.1020
H 1.6297 5.0915 -6.3832
H -6.6723 5.1138 -2.1823
H -1.1838 0.9682 -8.2482
H 3.7168 -0.9924 -0.6738
H 4.9181 -0.8186 4.9189
C -0.6403 2.2857 -4.4521
H -2.9630 -6.1589 3.8568
H 4.4011 0.9785 -4.0438
H -4.5726 2.3901 1.9993
H 0.2810 0.5423 1.6744
H -2.7587 -0.4872 7.1919
H 5.7200 8.1057 -0.6341
H 3.6837 -8.3709 5.1579
H 1.7688 -0.2638 -3.3118
O -2.9246 -3.7813 -4.5403
C 2.1690 -0.5743 -2.3467
H -4.4082 3.9020 -3.1719
O 1.2695 0.7145 6.9658
H -5.9847 3.4006 -3.7308
C -0.3425 -0.1315 -0.3402
C -0.5241 1.2764 -5.5072
C -5.9378 3.1144 -1.6875
H 6.2527 -5.5107 4.1881
C 2.5816 -6.3221 0.7675
H 6.3831 9.4888 -3.2008
H -4.2183 -5.4677 -1.3022
H -0.7873 6.3122 -6.1917
H -0.6306 5.6417 -7.7278
H 1.6368 -1.3913 3.0927
H -4.5643 5.5721 -1.6623
H -1.6818 -3.1783 -2.2270
H 6.1115 -4.7618 2.3009
C 4.7220 -1.2195 5.9134
O 3.8704 -0.3010 -0.0258
C -2.5162 0.2096 5.2130
H -2.9693 3.9213 -1.7424
H -0.3740 -2.5483 5.5090
H -2.0402 -5.6129 1.0019
H -1.1544 4.4162 -4.2071
O 2.6625 -7.1758 -0.3680
H 7.9728 8.8630 -3.2556
C -1.9412 -5.4895 2.0804
C -5.1277 -3.1240 -1.5821
H -3.4131 -4.4251 -5.0584
C 5.4898 7.4473 -1.4718
N -5.1809 2.5484 -0.5328
H 1.0677 -2.5382 -0.2454
O 5.9221 0.0849 -2.8508
H -3.8217 -6.6041 2.4759
H 7.2428 9.3355 -1.6844
N -0.0890 0.6860 6.7220
H 4.5946 7.8997 -1.8983
C -0.2391 4.2151 -6.1579
C -7.2649 2.3304 -1.8464
C -0.2891 3.1833 6.5351
O 5.8681 -1.4484 6.7205
N -3.8880 -3.1996 -3.7932
H 1.4967 -3.0490 1.3298
H -3.6034 0.0565 -4.7326
C -4.3228 -1.8839 -4.3376
H 1.1775 -1.8123 6.1063
C -1.0120 5.3954 -6.7368
H -4.2779 -5.5349 -3.0716
H -5.5007 -2.8369 2.3234
H -2.5212 1.9049 6.5423
O 4.4494 1.5047 2.2071
H 3.5564 -4.4919 3.9881
H -2.3201 -3.4147 -0.6527
H -0.9665 -2.1935 8.2850
H 3.8680 -6.7690 3.1031
H 5.5638 4.9835 -2.8781
C 0.5558 0.8637 -1.0772
C 1.0256 4.7490 -5.5431
H 3.8663 -5.0711 5.5953
H 0.3258 2.4145 -3.9642
H -2.2705 -1.1124 -4.5397
H -0.2136 0.7433 3.9630
H -2.1645 -3.6666 3.3430
H 1.5835 -1.4675 -2.1292
H 0.3532 -5.3124 5.0962
H -3.3905 1.5439 1.2162
N -0.5611 -5.7221 2.3902
H -1.2313 1.8907 -3.6258
C 0.2994 -0.3382 1.0321
C -2.1013 -0.7668 6.3686
H 3.2201 -0.7629 -2.5654
N 5.6624 -5.9588 3.5020
C 0.1863 -1.6312 5.6905
H 2.4929 2.0418 -2.6225
H 2.3802 1.7248 -7.3899
H -7.5790 1.9669 -0.8680
H -4.6491 -0.9850 -1.6525
H 5.2225 -8.5401 4.4234
C 0.2044 1.5935 4.5022
H -5.0642 -3.1837 -0.4956
C -5.5586 -1.4713 -3.5130
H -2.9222 3.0658 2.0279
H 4.1666 -2.1370 5.7187
H 2.8062 -2.6318 0.3162
C -4.5376 -2.1048 -5.8758
H 5.5575 2.0552 -3.5250
H 0.1235 2.4973 3.8983
H -0.3427 -6.6378 2.0242
H -2.3918 -1.7489 5.9955
H 3.3427 -1.1873 2.4382
N 0.0102 3.1555 -7.1794
C 3.5007 2.5683 2.2882
H -6.4799 -1.8897 -3.9183
C -3.2336 -0.7856 -4.1475
H 2.0868 0.4842 -6.2266
C 4.5753 -7.8012 4.8959
H 0.3537 -1.0751 4.7681
H 1.4348 -4.4866 6.0952
N 4.1383 5.9703 -0.0273
H -2.1340 -0.1268 4.2492
H 3.8677 3.5695 2.0623
H 4.2952 1.0452 1.3785
H -0.1400 -0.2260 -7.6529
H -3.5992 0.1441 5.1082
H 1.3415 0.9144 7.9019
H 0.5543 -1.2346 8.4471
H 0.0358 0.4365 -5.0959
H 5.9896 -2.4711 0.5797
H 4.0321 4.9768 0.1206
C -2.5703 -2.9893 -1.6246
O -3.8941 -4.0020 2.2676
C -5.4723 -1.6231 -1.9737
C 7.0699 8.8504 -2.6450
C 1.3414 -4.8532 5.0729
H -5.9662 -3.7906 -1.7837
H 3.5899 -6.0218 1.0528
H -2.0577 3.7700 -0.2236
H -2.0875 5.2180 -6.7411
H -5.5431 6.3641 -0.4946
H -4.1967 -2.0916 3.1608
C 2.0789 0.4828 -1.2356
H 6.4146 0.5940 -2.2028
H -0.0935 3.7029 -8.8314
C 1.7927 1.4974 -6.5004
H 2.2732 0.1314 2.8578
N 2.5541 -0.0015 0.0876
O 0.6886 3.5295 -8.3024
C -5.1979 3.1676 -3.0134
H -4.7907 2.1799 -3.2300
H 5.0354 -2.6613 2.0230
H -2.2146 3.5364 -5.3382
C 0.2527 1.7385 -6.8070
H 4.4190 6.5229 0.7702
C -3.8478 -3.6088 -2.3466
H -0.0038 1.0756 -1.9882
H -1.5164 0.8902 -5.7399
H 2.9667 2.6377 3.2359
C 1.7674 -0.8977 1.0071
H 4.8150 -3.8820 0.7329
H -0.6387 3.1533 7.5671
H -7.0032 1.4158 -2.3785
C -0.1396 0.8152 -7.9755
C -4.5117 4.7374 0.3811
H -0.7968 3.9692 5.9760
C -2.0508 1.6482 5.5931
C -6.3275 4.5792 -1.2972
H -3.6865 5.3154 0.7970
H 1.3101 -4.0103 4.3824
H 3.8857 1.8064 -1.6535
C 5.5259 -3.2178 1.2244
H -2.6378 -1.9071 -1.5131
C 5.4654 1.0071 -3.8101
H -4.1806 -2.0721 1.4170
H 2.1418 -6.8596 1.6076
H -5.1832 -1.3535 -6.3306
H -5.7165 0.8491 -0.1223
H -7.1632 4.6234 -0.5989
C 5.1421 5.9781 -1.0420
H -2.4539 -7.5469 2.7931
H 1.2670 1.3953 4.6426
O 2.2275 -5.8476 4.7232
H 0.4681 1.7336 -0.4263
H -8.0834 2.7558 -2.4271
O 6.5203 -4.0542 1.7973
H 1.8771 -5.4968 0.6647
H 4.2873 4.1523 -1.9548
C -2.4394 -4.0449 2.3584
H -2.6695 -5.3601 -2.1425
H -0.5110 -1.0833 -0.8440
H 6.4362 -0.6746 6.7264
H 6.1476 -6.7203 3.0494
C 2.7971 1.7703 -1.6116
H 5.0791 -7.4863 5.8097
C -4.4211 -2.6931 2.2799
H -4.9672 -3.0917 -6.0484
H 0.4265 0.8833 -8.9045
H -3.1097 -0.4535 -3.1168
H -0.9028 -0.4751 8.8502
H 0.8731 5.6536 -4.9544
H 1.6109 4.0741 -4.9186
H 2.4439 2.5715 -0.9624
H -0.3172 -1.0730 1.5497
C 2.3026 -0.8623 2.4108
C 4.4029 -6.5464 4.0264
H -3.5647 -2.2159 -6.3545
H 0.7602 3.4658 6.4493
H 2.8065 2.3128 1.4877
C -0.4977 -1.2171 8.1622
C -0.5826 -0.7085 6.6987
O 6.4410 7.4867 -2.4659
C -3.7326 -5.1316 -2.2183
C 4.6732 5.1232 -2.2655
C -2.8797 3.3615 -0.8114
C 1.7830 -2.3401 0.5529
H 2.2457 2.1608 -5.7637
H -5.7152 -0.4128 -3.7210
H 1.8951 -7.7526 -0.3709
C -1.1862 3.6730 -5.0038
C -5.1775 5.3783 -0.7822
H -0.6566 -5.9505 3.3694
C -2.7981 -6.5136 2.8394
C 3.5176 -5.3852 4.6115
H -1.9743 -3.3722 1.6378
H -1.3089 0.2854 -0.0570
H 3.9464 -0.5850 6.3422
C -3.6756 2.5781 1.4092

Forces on atoms 1 to 2 (eV/Å):
H 0.4 0.0 0.1
H -0.4 0.1 0.2

---

# 2
Here is a single C20H21ClNO6PS molecule from the Open Molecules 2025 dataset. Energies are from ωB97M-V/def2-TZVPD.

The spin multiplicity is 1. The HOMO energy is -9.3 eV. Its structure (SMILES) is CCOP(=O)(OCC)[C@]1(NS(=O)(=O)c2ccccc2)C=C(Cl)C(=O)c2ccccc21. Its orbital gap is 8.73 eV. The calculation puts the largest force on an atom at 0.0245 hartree/bohr.

Atoms and positions in Å:
P -2.1762 0.0790 -0.1320
Cl 0.5190 0.2800 4.0185
O -2.2480 1.4328 0.6921
C 2.0520 2.3544 -1.8514
C 3.8946 -0.6730 -1.0697
C -0.2560 -0.5747 1.6160
H 1.3348 1.4510 -3.6584
H -5.3794 -3.2668 0.4305
H -2.9167 -2.9147 0.4651
C 0.4783 0.4533 -0.5382
H 4.2605 -0.4082 2.2850
H 5.2543 0.4036 0.1807
H 2.2973 -1.9476 2.2011
C 1.2020 1.4276 1.6700
H -0.6436 -1.8664 -1.4013
C 2.7539 -1.5659 1.3023
C 0.5286 0.4976 -1.9295
O -2.5479 0.1457 -1.5471
H 2.3796 -1.8617 -2.0416
C 4.4074 -0.2649 0.1521
H -5.6444 -1.5184 0.5342
O 1.8111 2.2649 2.3053
H -1.9521 4.4583 -0.7301
C 1.2099 1.3931 0.1938
H -0.9056 3.6974 0.4792
H -4.9093 -2.3801 1.8892
O -3.0672 -0.8848 0.7584
H -0.7569 -1.3908 2.1154
O 0.4553 -3.4174 1.3360
C 2.7974 -1.5170 -1.1088
N -0.4703 -1.8515 -0.4063
C 1.9952 2.3346 -0.4753
C 3.8492 -0.7181 1.3371
H -3.6525 -2.0011 -0.8768
C -4.9756 -2.3309 0.8059
C -1.5706 3.5106 -0.3602
H -1.0072 3.0206 -1.1508
H -3.3391 3.1298 0.8297
C 0.4312 0.3456 2.3030
H 4.3450 -0.3312 -1.9889
C 1.3095 1.4341 -2.5793
H 2.5465 3.0451 0.1218
C -3.5979 -2.0966 0.2120
C -2.7284 2.6295 0.0740
C -0.4111 -0.5212 0.1535
O 0.8085 -3.8707 -1.0598
C 2.2339 -1.9381 0.0793
H 2.6604 3.0854 -2.3612
H -0.0614 -0.1943 -2.5107
H -3.3496 2.3677 -0.7871
S 0.7511 -2.9356 0.0231

Forces on atoms 1 to 2 (eV/Å):
P -0.2 0.2 0.9
Cl 0.0 -0.1 0.1

---

# 3
Here is a gas-phase ion, C8H11N4O3 (charge +1) from the Open Molecules 2025 dataset. Energies are from ωB97M-V/def2-TZVPD.

The spin multiplicity is 1. The HOMO energy (spin up / spin down) is -11.8 / -11.8 eV. The net charge is +1. Its orbital gap (spin up / spin down) is 5.56 / 5.54 eV. The calculation puts the largest force on an atom at 0.0826 hartree/bohr.

Atoms and positions in Å:
H 3.3128 1.4157 1.1777
H 3.2999 0.7130 -0.9581
N -2.4588 -1.7980 -0.3771
C -0.0264 1.1412 -0.7671
C -3.3559 1.4723 -0.0734
H -0.4454 -2.7087 0.7163
H -1.7604 0.3279 -1.8050
O -2.6142 -2.8071 0.3245
C 3.7813 0.5217 0.9641
H 1.7993 -2.2939 1.0763
H -3.6306 2.3736 0.5115
N -0.0030 2.1128 -0.0177
H 4.8188 0.6289 0.7057
O -3.3653 -1.2953 -1.0436
O -1.2219 2.3137 0.4674
N -2.0272 1.2216 0.1031
H 4.0284 -0.7488 -0.7902
C -1.2958 0.4090 -0.7790
N 3.2706 -0.1233 -0.3475
C 1.9317 -0.6068 -0.2483
C -1.1482 -1.0573 -0.3526
H -3.9540 0.5343 0.2138
H 3.5675 -0.2972 1.6890
C -0.1358 -1.7735 0.2199
H -3.6406 1.7682 -1.1105
C 1.2732 -1.4439 0.5007

Forces on atoms 1 to 2 (eV/Å):
H -1.3 1.7 0.2
H -0.5 -0.7 -0.3

---

# 4
Here is a molecular structure, C21H48O3P2Ti from the Open Molecules 2025 dataset. Energies are from ωB97M-V/def2-TZVPD.

The spin multiplicity is 1. The HOMO energy (spin up / spin down) is -22.5 / -22.5 eV. The net charge is +4. Its orbital gap (spin up / spin down) is 5.01 / 5.04 eV. The calculation puts the largest force on an atom at 0.2194 hartree/bohr.

Atoms and positions in Å:
H 0.6532 0.2932 3.8390
H 3.4964 2.0568 1.5326
C 1.5512 -2.1188 3.4181
H -2.0920 1.4210 -4.3805
O 1.4203 0.1271 -2.7282
H -4.6858 0.1856 0.5667
C 2.5720 -2.4780 0.5447
H 3.6670 -0.1254 -1.4990
H -3.1133 -0.0837 1.3535
H -4.1952 1.1920 1.9349
H -2.1738 3.6657 0.1838
C 3.9900 0.5983 -0.7521
C -2.6346 2.9269 0.8515
H -4.8726 0.5546 -1.7717
C -1.6284 -2.2610 1.2754
C 3.8230 -3.0988 1.1722
H 3.4781 -2.1999 -1.4270
C -3.8263 0.6895 1.0300
H -3.1025 -1.0620 -0.9738
P -1.9436 1.0068 -1.0724
H -1.3732 -3.2851 1.5751
H -0.4301 -2.5906 -0.3041
H -0.9690 -1.1986 -2.6057
H -0.4008 0.5073 2.1101
H 3.4062 1.5152 -0.9008
C -1.2665 1.7476 -3.7319
C 0.6473 1.9004 0.5079
C -1.7659 2.3036 -2.3975
P 2.2511 -0.7111 1.0426
C 0.8867 0.1002 -1.6726
H 1.8476 1.3118 3.0069
H 5.2034 1.6531 1.3588
H -3.9370 2.6042 -2.6137
H -3.0711 3.9722 -1.8545
H 4.0303 -2.7611 2.1934
C -2.0454 -1.2122 -2.8301
C -2.8893 -0.4082 -1.8361
C -3.0040 3.1811 -2.6101
H 1.2885 -1.9738 4.4740
O -0.7252 -1.8361 0.2457
H 2.1939 -3.0044 3.3673
H -1.5354 -1.5721 2.1274
C -3.2041 1.7273 0.0878
H -3.4587 3.4257 1.3826
O 1.0276 2.9898 0.7456
H 2.6532 -3.7540 -1.1792
H 1.6879 -3.0032 0.9377
Ti 0.0657 0.0730 0.0900
H -2.6478 -2.1920 0.8814
H -0.9732 2.9390 -1.9661
H 2.2471 0.5320 4.5445
H -4.0751 0.5820 -3.3827
H 3.6832 -4.1902 1.2088
C -4.2213 0.0021 -2.4606
H -4.7642 -0.9118 -2.7469
H 0.6160 -2.3312 2.8781
H 4.6102 -0.7271 0.8259
H -0.7444 2.5589 -4.2563
H -1.0830 0.6909 1.7664
H -2.9255 3.6625 -3.5934
C 3.8924 0.0943 0.6825
H 4.2775 0.9487 2.6792
H 1.7043 -2.2842 -1.4721
H 3.3417 -0.9523 3.1387
H -2.1764 -0.8535 -3.8599
C 1.7173 0.3942 3.5904
H -2.3830 -2.2585 -2.8038
H -3.9953 2.0941 -0.5841
C 2.5983 -2.6746 -0.9710
H 5.0387 0.8400 -0.9690
C 4.2238 1.2421 1.6294
H -1.8967 2.6331 1.6088
H 4.7079 -2.9131 0.5479
C 2.2664 -0.8612 2.9014
H -0.5352 0.9439 -3.6319

Forces on atoms 1 to 2 (eV/Å):
H 0.1 -0.1 0.0
H 0.2 0.0 0.0

---

> Which of these has the lowest largest force on an atom?

C20H21ClNO6PS

---

> largest force on an atom of number 3 (C8H11N4O3)?

0.0826 hartree/bohr

---

> What is the formula in the first record?

C62H148N8O13